Entry 1:
# C11H23N2O5P2Sn

A structure of composition C11H23N2O5P2Sn (wB97M-V/def2-TZVPD, OMol25).

lowest unoccupied orbital energy	-12.60	eV
charge	+3
HOMO	-19.09	eV
energy above the lowest of the compared OMol25 structures with the same formula, charge and spin	23.15	kJ/mol

Structure (XYZ):
```
44
C11H23N2O5P2Sn (wB97M-V/def2-TZVPD)
Sn -0.2845 0.1510 0.0514
P 1.6439 1.1805 1.3156
C 3.0592 0.2472 0.6017
C 2.7528 -1.1240 0.0018
N 1.4951 -1.5350 -0.2202
C 1.2836 -2.6023 -1.0185
C 2.3012 -3.5084 -1.3112
C 3.6048 -3.1985 -0.9131
C 3.8243 -1.9620 -0.3074
C -0.1066 -2.8238 -1.5725
P -1.1304 -1.3152 -1.9026
H 4.8130 -1.6002 -0.0651
H 2.0866 -4.4068 -1.8898
H 4.4439 -3.8391 -1.1786
H -0.0893 -3.3644 -2.5330
H -0.6890 -3.4220 -0.8556
H 3.5864 0.8569 -0.1451
H 3.7398 0.1704 1.4571
H 3.0941 2.1994 -2.7864
O 4.0639 2.0175 -2.9177
H 4.4769 2.8741 -3.1334
H 0.0888 3.0500 -2.3287
O 0.3443 2.2988 -2.8843
H 0.5408 2.8185 -3.7107
C -0.7022 -0.7950 -3.5808
H -0.8810 -1.6066 -4.2934
H -1.3025 0.0744 -3.8504
H 0.3410 -0.4748 -3.6149
C -2.8862 -1.7388 -1.7959
H -3.4880 -0.8347 -1.9722
H -3.1620 -2.5012 -2.5409
H -3.1328 -2.1098 -0.7893
C 1.6248 0.6321 3.0794
H 2.5369 1.0167 3.5691
H 0.7451 0.9832 3.6362
H 1.6091 -0.4680 3.1253
C 2.0084 2.9608 1.1928
H 1.2686 3.5620 1.7348
H 3.0055 3.1504 1.6095
H 2.0009 3.2529 0.1340
O -3.1862 0.1760 2.7787
N -2.3516 0.1331 1.9042
O -2.2809 1.0105 0.9516
O -1.3953 -0.7983 1.8396
```


Entry 2:
# C11H23NO6

A cluster of 3 separate species, C11H23NO6 in total (wB97M-V/def2-TZVPD, OMol25).

lowest unoccupied orbital energy	0.55	eV
SMILES string	COC(=O)OC.COCCOCCOC.CC#N
HOMO	-9.80	eV

Structure (XYZ):
```
41
C11H23NO6 (wB97M-V/def2-TZVPD)
C 0.9877 5.5181 -2.3117
O 0.2213 4.5425 -1.6506
C 0.2396 3.3118 -2.3225
C -0.7714 2.4097 -1.6591
O -0.6030 1.1049 -2.1392
C -1.7726 0.3172 -2.0435
C -1.4051 -1.1433 -2.0153
O -0.8932 -1.5456 -3.2486
C -0.0376 -2.6673 -3.1804
H 2.0262 5.1924 -2.4420
H 0.9670 6.4236 -1.7080
H 0.5683 5.7539 -3.2983
H 1.2289 2.8358 -2.2642
H -0.0183 3.4360 -3.3824
H -1.7844 2.7841 -1.8586
H -0.6346 2.4716 -0.5680
H -2.4447 0.5374 -2.8868
H -2.3320 0.5429 -1.1256
H -2.3103 -1.7163 -1.7675
H -0.6812 -1.2667 -1.1953
H -0.6064 -3.6020 -3.1223
H 0.6191 -2.6022 -2.3053
H 0.5787 -2.6762 -4.0760
C 0.0414 -1.4949 5.0521
O 1.1972 -1.8606 4.3055
C 1.0240 -2.7774 3.3533
O 0.0108 -3.3772 3.1150
O 2.1740 -2.9007 2.6874
C 2.1870 -3.9513 1.7158
H 0.1608 -0.4511 5.3307
H -0.0335 -2.1199 5.9394
H -0.8744 -1.5817 4.4687
H 1.3970 -3.7861 0.9854
H 2.0870 -4.9090 2.2169
H 3.1462 -3.8620 1.2160
C -0.1757 0.3364 1.8434
C -1.4854 0.7697 2.3293
N -2.4968 1.1408 2.7258
H 0.5503 0.7929 2.5246
H -0.0405 0.8032 0.8693
H -0.0115 -0.7331 1.8928
```


Entry 3:
# C11H23O8P

A cluster of 3 separate species, C11H23O8P in total (wB97M-V/def2-TZVPD, OMol25).

lowest unoccupied orbital energy	0.22	eV
SMILES string	CCOC(=O)OC.CCOC(=O)OC.O=C(O)CCP
HOMO	-9.12	eV

Structure (XYZ):
```
43
C11H23O8P (wB97M-V/def2-TZVPD)
O 3.9375 -0.1663 1.9500
C 3.3734 0.9181 1.3970
O 3.8319 2.3006 1.6537
C 2.0540 0.6303 0.4102
C 0.7514 0.6152 1.4581
P -0.8858 1.1765 0.6495
H 3.3228 2.8634 0.9726
H 2.1867 -0.4162 -0.1458
H 1.9778 1.4906 -0.3855
H 1.0534 1.3310 2.3635
H 0.6651 -0.4640 1.9276
H -1.0215 2.6374 0.7297
H -1.9434 0.6533 1.5127
C 4.0866 -3.8148 2.1279
C 3.1391 -4.1827 3.2563
O 1.7847 -4.2411 2.7918
C 1.4539 -5.3523 2.0876
O 2.1947 -6.2869 1.8289
O 0.1607 -5.2315 1.6933
C -0.2860 -6.2923 0.8532
H 3.7644 -2.8886 1.6410
H 5.1048 -3.6841 2.5043
H 4.1041 -4.5891 1.3548
H 3.1761 -3.4050 4.0270
H 3.4255 -5.1257 3.7365
H -0.1057 -7.2691 1.3136
H 0.2086 -6.2273 -0.1210
H -1.3631 -6.1765 0.7027
C -4.5187 5.8923 -3.8709
C -4.0063 5.7336 -2.4500
O -3.9828 4.3539 -2.0633
C -2.9573 3.6218 -2.5657
O -2.0708 4.0325 -3.2970
O -3.1043 2.3421 -2.1378
C -2.1431 1.4403 -2.6796
H -5.4907 5.4021 -3.9869
H -4.6194 6.9497 -4.1304
H -3.8410 5.4257 -4.5925
H -4.6884 6.2437 -1.7611
H -3.0178 6.1896 -2.3209
H -1.1217 1.7961 -2.5098
H -2.3297 1.2977 -3.7487
H -2.2596 0.4761 -2.1766
```


Entry 4:
# C11H23P2Yb

A structure of composition C11H23P2Yb (wB97M-V/def2-TZVPD, OMol25).

2S+1	2
lowest unoccupied orbital energy (alpha / beta)	0.57 / 0.33	eV
⟨S²⟩	0.752
HOMO (alpha / beta)	-3.49 / -7.18	eV
energy above the lowest of the compared OMol25 structures with the same formula, charge and spin	66.71	kJ/mol

Structure (XYZ):
```
37
C11H23P2Yb (wB97M-V/def2-TZVPD)
C -0.8534 -0.7173 -4.0042
C -1.6617 0.3249 -3.4347
C -0.7855 1.2793 -2.8363
C 0.5720 0.8723 -3.0911
C 0.5290 -0.3617 -3.7964
Yb -0.4499 -0.6069 -1.5597
P -0.5152 -3.4157 -1.3723
H -1.2069 -1.5567 -4.5610
H -2.7412 0.3286 -3.3894
H -1.1052 2.0844 -2.1952
H 1.3797 -0.9243 -4.1589
H 1.4685 1.3240 -2.6866
H 0.6595 -4.1237 -1.8086
H -1.6506 -4.0867 -1.9527
H -0.6098 -3.7353 0.0396
C 2.4723 0.9004 2.7630
C 1.0606 0.2958 2.6711
P 0.6897 -0.0081 0.9336
C -0.6486 -1.3005 1.3415
C -1.6044 -1.0604 2.5269
C 0.6680 1.8032 0.3326
C -0.0214 2.8498 1.2143
H 3.1699 0.2447 2.2107
H 2.7489 0.9187 3.8276
H 2.5262 1.9202 2.3391
H 1.0488 -0.7117 3.1557
H 0.2778 0.9372 3.1339
H -1.2746 -1.5943 0.4660
H -0.0293 -2.1938 1.5840
H -2.2360 -0.1893 2.3107
H -2.2673 -1.9357 2.6559
H -1.0827 -0.9016 3.4850
H 1.7593 2.0442 0.2955
H 0.3084 1.9122 -0.7075
H 0.3915 2.8822 2.2309
H 0.1106 3.8500 0.7690
H -1.0971 2.6517 1.2679
```


| no. | calculated total energy (a.u.) | molar mass (g/mol) | strongest force on any atom (eV/A) |
| --- | --- | --- | --- |
| 1 | -1814.51691 | 444.0 | 3.5 |
| 2 | -939.05405 | 265.3 | 1.2 |
| 3 | -1376.11835 | 314.3 | 8.7 |
| 4 | -2274.12252 | 390.3 | 3.9 |